Formula: C29H37O4
Source: the Open Molecules 2025 dataset
Level of theory: ωB97M-V/def2-TZVPD

Atoms and positions in Å:
O -5.2941 0.8617 0.0228
O 6.1042 -1.0177 -2.1525
O -3.6929 3.4761 1.7321
O 0.3675 1.2450 -1.4445
C -4.6074 1.8700 -0.7554
C -0.0527 2.5820 0.6673
C 4.3197 0.1425 0.0010
C -0.4503 1.7714 -0.6316
C 1.4241 2.7548 1.0962
C -2.6992 -2.6610 -2.9970
C -1.2414 3.2047 1.5030
C -3.0835 2.1277 -0.2664
C 3.0724 0.6393 0.8848
C -2.7663 2.9620 1.0487
C -4.6522 -1.4001 1.1415
C -5.2955 -1.0741 2.5649
C 2.6885 2.1329 0.3535
C 1.7163 3.6172 2.3769
C -3.2787 -3.2895 -0.3277
C -6.8711 -0.6809 2.4833
C -3.3415 -2.3408 -1.5478
C 6.2230 -1.7987 -3.2333
C 4.3286 -2.0023 1.6696
C -4.6919 -0.4246 -0.0935
C -4.4220 0.0046 3.3840
C -3.9446 -2.7919 0.9923
C 0.5295 4.2467 3.1779
C -4.0416 -0.9676 -1.4011
C 7.3052 -1.1919 -4.1481
C 4.8741 -1.7941 -3.9800
C 5.1487 -1.0935 0.6267
C -2.0002 1.6157 -1.0214
C -0.9778 4.0385 2.7772
H 5.0582 1.0355 -0.0444
H -3.8927 -3.4877 1.8919
H -2.2663 1.0451 -1.9870
H 4.4265 -1.5475 2.7174
H -4.0730 -0.2596 -2.3082
H 0.7365 4.8896 4.0967
H 6.1371 -0.6949 1.0579
H -1.8546 4.4659 3.3705
H -4.6817 1.7244 -1.8926
H 3.5915 2.8049 0.6282
H 2.2131 -0.1085 0.6928
H 5.4429 -1.7813 -0.2520
H -7.4096 -1.2165 1.6144
H 8.2860 -1.1934 -3.6602
H 6.4960 -2.8660 -3.1083
H 3.2596 -2.2493 1.3593
H -7.0365 0.4573 2.4395
H -5.2626 -2.0492 3.1890
H -3.3410 -2.1925 -3.8215
H -5.1530 2.8670 -0.5415
H 2.6113 2.1198 -0.7877
H -3.4470 -0.5350 3.6939
H 7.4002 -1.7777 -5.0742
H -2.4849 -3.7687 -3.1523
H 2.8002 3.7837 2.6943
H 3.9835 -0.0466 -1.0724
H -4.2167 0.8829 2.6677
H 4.9432 -2.3863 -4.9042
H 3.2775 0.6367 2.0104
H 4.5595 -0.7833 -4.2638
H 7.0740 -0.1604 -4.4378
H -5.0215 0.3199 4.3025
H -2.7455 -4.2986 -0.3987
H 4.0789 -2.2358 -3.3691
H -7.3833 -1.0411 3.4563
H -1.6887 -2.0995 -3.0333
H 4.8859 -3.0176 1.7230

Output
**Kohn-Sham gap**: 2.98 eV
**Total charge**: -1
**HOMO level**: -2.66 eV
**Max |F|**: 4.6 eV/A

Results of the Löwdin charge analysis, in e, for atoms 1 through 6:
1. O -0.101
2. O -0.308
3. O 0.017
4. O 0.034
5. C -0.143
6. C 0.002